Run 1
104
Properties=species:S:1:pos:R:3 method="wB97M-V/def2-TZVPD" homo_energy_ev=-9.342 charge=0 e_lumo_ev=0.21 smiles=COC[C@H](C)N.COC[C@H](C)N.OCCO.OCCO.OCCO.OCCO.OCCO.OCCO.OCCO
C -2.04 -4.95 10.63
C -0.74 -4.82 11.53
C 0.11 -3.58 11.15
O 0.44 -3.68 9.76
C 0.81 -2.42 9.23
N -1.11 -4.72 12.92
H -2.51 -5.90 10.88
H -1.68 -5.09 9.61
H -2.64 -4.04 10.68
H -0.19 -5.75 11.38
H 1.01 -3.49 11.76
H -0.45 -2.66 11.30
H 1.69 -2.02 9.74
H -0.03 -1.73 9.26
H 1.15 -2.58 8.20
H -1.50 -3.79 12.92
H -1.89 -5.35 12.99
C 1.39 -0.50 0.50
C 1.72 0.19 -0.86
C 0.54 0.30 -1.82
O 0.13 -0.93 -2.25
C -1.18 -1.00 -2.91
N 2.38 1.51 -0.75
H 2.32 -0.63 1.05
H 0.82 -1.41 0.33
H 0.64 0.04 1.07
H 2.48 -0.49 -1.25
H 0.76 0.92 -2.69
H -0.22 0.86 -1.29
H -1.38 -2.03 -3.21
H -1.21 -0.40 -3.82
H -1.97 -0.76 -2.21
H 2.55 1.91 -1.66
H 3.28 1.31 -0.35
C 7.96 -0.37 1.99
C 7.91 0.07 3.48
O 7.78 -1.04 4.32
O 7.82 0.65 1.08
H 7.19 -1.14 1.86
H 8.90 -0.89 1.85
H 7.16 0.83 3.68
H 8.90 0.52 3.61
H 7.69 -0.75 5.23
H 8.69 0.85 0.72
C -5.96 4.79 -3.16
C -4.84 5.62 -2.46
O -4.45 6.83 -3.04
O -5.75 4.54 -4.48
H -6.86 5.41 -3.16
H -6.26 3.85 -2.71
H -3.96 4.97 -2.42
H -5.08 5.81 -1.42
H -5.11 7.49 -2.81
H -5.78 5.34 -5.02
C -6.65 -0.23 -9.15
C -7.26 -0.58 -10.51
O -8.12 0.44 -10.88
O -7.51 0.21 -8.14
H -5.95 0.60 -9.23
H -6.08 -1.07 -8.74
H -7.94 -1.42 -10.36
H -6.51 -0.80 -11.27
H -8.23 0.96 -10.08
H -7.20 1.08 -7.87
C 1.38 -2.94 -9.18
C 2.20 -2.49 -7.99
O 3.53 -2.04 -8.16
O 1.98 -4.09 -9.73
H 1.42 -2.14 -9.91
H 0.37 -3.19 -8.87
H 2.09 -3.23 -7.19
H 1.63 -1.63 -7.65
H 3.94 -2.72 -8.70
H 1.75 -4.86 -9.19
C -4.10 -2.75 4.72
C -3.36 -3.86 3.94
O -3.99 -5.15 3.94
O -5.42 -2.60 4.32
H -3.60 -1.80 4.53
H -4.05 -2.89 5.80
H -2.35 -3.92 4.33
H -3.19 -3.64 2.88
H -3.54 -5.76 3.35
H -5.82 -3.42 4.59
C 4.86 3.84 -5.83
C 6.25 3.27 -5.64
O 6.56 2.57 -6.83
O 4.67 4.76 -4.77
H 4.07 3.08 -5.81
H 4.78 4.30 -6.81
H 6.23 2.67 -4.72
H 7.12 3.90 -5.49
H 5.95 1.84 -6.91
H 3.83 5.22 -4.85
C 0.85 4.59 4.86
C -0.08 4.58 3.53
O 0.58 5.14 2.42
O 1.90 3.66 4.67
H 0.24 4.19 5.67
H 1.21 5.61 4.97
H -0.90 5.25 3.81
H -0.44 3.61 3.22
H 1.08 4.40 2.09
H 2.40 3.75 3.86

=====

Run 2
104
Properties=species:S:1:pos:R:3 method="wB97M-V/def2-TZVPD" homo_energy_ev=-9.138 charge=0 e_lumo_ev=0.30 smiles=COC[C@H](C)N.COC[C@H](C)N.OCCO.OCCO.OCCO.OCCO.OCCO.OCCO.OCCO
C 3.77 -2.68 -0.46
C 4.39 -4.06 -0.22
O 4.80 -4.34 1.09
O 3.19 -2.61 -1.76
H 4.62 -1.99 -0.39
H 3.11 -2.40 0.36
H 5.13 -4.25 -1.01
H 3.62 -4.77 -0.57
H 5.42 -3.67 1.44
H 2.47 -1.97 -1.69
C -3.01 2.39 0.07
C -2.68 2.00 1.52
O -3.94 1.76 2.17
O -1.89 2.89 -0.63
H -3.84 3.11 0.12
H -3.43 1.49 -0.40
H -2.12 2.79 2.02
H -2.11 1.07 1.60
H -4.12 2.61 2.57
H -2.04 2.74 -1.56
C 2.13 2.85 5.88
C 1.89 1.84 4.78
O 1.96 2.50 3.53
O 1.03 3.74 5.93
H 3.09 3.35 5.78
H 2.15 2.27 6.81
H 0.89 1.42 4.89
H 2.60 1.00 4.83
H 1.61 1.93 2.82
H 0.88 4.08 5.04
C 0.13 -0.21 -0.35
C 0.73 -0.29 1.03
O 1.54 0.85 1.36
O 1.15 -0.37 -1.33
H -0.41 0.72 -0.53
H -0.62 -1.01 -0.40
H 1.36 -1.15 1.26
H -0.07 -0.33 1.78
H 2.43 0.62 1.06
H 0.90 0.11 -2.15
C 5.18 -0.03 2.33
C 6.38 -0.61 1.60
O 6.39 -2.03 1.84
O 4.04 -0.72 1.83
H 5.11 1.06 2.24
H 5.34 -0.20 3.40
H 7.34 -0.12 1.78
H 6.17 -0.46 0.54
H 7.33 -2.25 1.89
H 4.38 -1.62 1.80
C -0.97 2.37 -3.99
C 0.08 1.53 -4.70
O 0.39 0.40 -3.85
O -1.09 3.66 -4.59
H -0.63 2.56 -2.97
H -1.99 1.97 -3.99
H 1.03 2.06 -4.81
H -0.23 1.20 -5.69
H 1.24 0.07 -4.18
H -0.20 4.02 -4.69
C 4.14 4.94 -0.27
C 4.10 3.79 0.75
O 3.82 4.33 2.07
O 2.88 5.14 -0.87
H 4.79 4.45 -1.01
H 4.65 5.80 0.15
H 5.13 3.46 0.93
H 3.44 2.99 0.42
H 3.29 3.68 2.55
H 2.38 5.76 -0.33
C -4.17 -3.91 0.30
C -3.11 -3.09 1.02
C -1.69 -3.44 0.58
O -1.46 -4.80 0.86
C -0.41 -5.37 0.08
N -3.36 -1.66 0.70
H -5.14 -3.52 0.60
H -4.07 -4.98 0.51
H -4.10 -3.71 -0.77
H -3.11 -3.19 2.11
H -0.88 -2.86 1.05
H -1.59 -3.16 -0.48
H -0.60 -5.42 -1.00
H -0.25 -6.35 0.51
H 0.47 -4.75 0.26
H -4.15 -1.58 0.07
H -3.68 -1.18 1.54
C -6.85 0.67 -2.59
C -6.45 -0.81 -2.61
C -5.06 -1.06 -3.21
O -4.02 -0.57 -2.39
C -2.73 -0.68 -2.94
N -6.41 -1.28 -1.21
H -6.95 1.10 -3.60
H -6.10 1.26 -2.06
H -7.82 0.85 -2.12
H -7.07 -1.34 -3.34
H -4.90 -0.74 -4.25
H -4.94 -2.15 -3.33
H -2.13 -0.02 -2.31
H -2.67 -0.17 -3.91
H -2.24 -1.65 -2.93
H -7.26 -0.99 -0.75
H -5.68 -0.68 -0.83

=====

Stability verdict: run 2, ahead by 274.7 kJ/mol

=====

Run 1
20
Properties=species:S:1:pos:R:3 method="wB97M-V/def2-TZVPD" homo_energy_ev="-7.689 / -7.687" charge=0 e_lumo_ev="0.26 / 0.26"
C -0.93 -1.29 -1.69
C 1.23 -1.69 -1.22
C -0.56 -0.45 -0.67
C 0.82 -0.69 -0.38
C -1.91 0.67 1.36
C -0.90 1.02 2.18
C 1.38 1.62 0.61
C -1.04 0.62 0.17
C 1.29 0.12 0.76
C 0.11 1.02 1.08
N 0.16 -2.04 -2.00
H -1.86 -1.39 -2.20
H 2.18 -2.19 -1.32
H -2.95 0.46 1.50
H -0.80 1.16 3.24
H 1.99 2.14 1.34
H 1.39 2.06 -0.37
H -1.69 1.90 -1.17
H 1.89 -0.35 1.52
H 0.19 -2.72 -2.74

=====

Run 2
20
Properties=species:S:1:pos:R:3 method="wB97M-V/def2-TZVPD" homo_energy_ev=-8.111 charge=0 e_lumo_ev=0.92 smiles=c1ccc(-c2ccc[nH]2)cc1
C -3.10 -0.95 0.06
C -2.64 0.25 -0.75
C -1.35 0.64 -0.68
C -0.42 -0.06 0.07
C -0.81 -1.17 0.77
C -2.15 -1.63 0.74
C 1.02 0.38 0.01
C 1.65 1.49 0.65
C 3.00 1.29 0.34
C 3.14 0.31 -0.52
H -4.39 -1.20 0.15
H -3.43 0.72 -1.20
H -0.97 1.37 -1.15
H 0.01 -1.87 1.46
H -2.51 -2.55 1.17
H 1.19 2.23 1.17
H 3.82 2.18 0.52
H 4.04 -0.03 -0.82
H 1.84 -1.02 -1.35
N 2.05 -0.36 -0.62

=====

Run 3
20
Properties=species:S:1:pos:R:3 method="wB97M-V/def2-TZVPD" homo_energy_ev=-7.695 charge=0 e_lumo_ev=0.24 smiles=Nc1cccc2ccccc12
C 1.44 -0.30 -0.55
C 2.11 -0.87 0.46
C 1.32 -1.15 1.57
C -0.07 -1.19 1.68
C -0.76 -0.37 0.71
C -1.94 0.28 1.00
C -2.51 0.95 -0.03
C -1.95 1.16 -1.19
C -0.67 0.67 -1.55
C 0.05 0.00 -0.38
H 3.23 -0.23 -1.44
H 1.82 0.54 -2.48
H 3.29 -0.56 0.72
H 1.69 -1.45 2.54
H -0.66 -1.45 2.56
H -2.27 0.18 1.92
H -3.48 1.44 0.48
H -2.52 1.94 -1.77
H -0.34 0.77 -2.51
N 2.24 -0.34 -1.75

=====

Stability verdict: run 2, ahead by 44.7 kJ/mol

=====

Run 1
10
Properties=species:S:1:pos:R:3 method="wB97M-V/def2-TZVPD" homo_energy_ev="-10.617 / -10.406" charge=0 e_lumo_ev="0.74 / -2.30" spin_multiplicity=2
O 1.76 1.37 -0.14
H 1.34 1.08 -0.96
N 0.09 -0.41 1.00
C -0.92 -0.07 0.24
O -1.07 -0.92 -1.00
H 1.30 0.62 0.33
H 0.15 -1.25 1.55
H -1.90 -0.22 0.77
H -1.02 0.98 -0.17
H -0.43 -1.56 -0.89

=====

Run 2
10
Properties=species:S:1:pos:R:3 method="wB97M-V/def2-TZVPD" homo_energy_ev="-10.644 / -10.931" charge=0 e_lumo_ev="0.67 / -1.45" spin_multiplicity=2
O 2.52 0.38 0.71
H 2.37 0.16 1.64
N -0.24 0.76 0.08
C -1.18 -0.25 -0.26
O -1.05 -0.93 -1.61
H 1.67 0.15 0.28
H -0.63 1.46 0.73
H -1.12 -1.04 0.51
H -2.22 0.05 -0.33
H -0.11 -0.74 -1.75

=====

Stability verdict: run 2, ahead by 66.4 kJ/mol

=====

Run 1
70
Properties=species:S:1:pos:R:3 method="wB97M-V/def2-TZVPD" homo_energy_ev="-9.868 / -10.783" charge=+1 e_lumo_ev="-4.39 / -4.39" spin_multiplicity=3
O 8.77 -4.86 -3.79
N 8.32 -3.90 -4.17
O 7.38 -4.20 -5.39
C 6.16 -4.49 -4.94
C 5.66 -5.74 -4.79
N 4.39 -5.55 -4.28
C 4.14 -4.27 -4.15
N 5.21 -3.58 -4.55
Br 5.40 -1.76 -4.52
H 6.17 -6.66 -4.99
H 3.77 -6.30 -4.04
H 3.24 -3.83 -3.75
C 2.89 0.30 -0.16
C 2.67 -0.77 -1.25
C 2.20 -0.10 -2.55
C 0.75 0.37 -2.50
C -0.18 -0.76 -2.06
C 0.25 -1.42 -0.75
N 1.70 -1.80 -0.79
O 1.85 -2.88 -1.50
C -0.03 -0.48 0.43
C -0.62 -2.65 -0.50
C 4.02 -1.42 -1.47
H 2.23 1.17 -0.28
H 2.74 -0.11 0.84
H 3.91 0.69 -0.20
H 2.30 -0.81 -3.38
H 2.86 0.74 -2.77
H 0.65 1.23 -1.83
H 0.45 0.73 -3.49
H -1.20 -0.38 -1.95
H -0.21 -1.51 -2.86
H 0.36 -0.89 1.36
H -1.11 -0.36 0.56
H 0.37 0.52 0.29
H -0.59 -3.36 -1.33
H -1.65 -2.34 -0.37
H -0.30 -3.17 0.40
H 4.38 -1.92 -0.57
H 4.76 -0.66 -1.75
H 3.99 -2.14 -2.28
C -5.85 2.70 2.77
C -4.65 1.84 3.24
C -4.21 2.27 4.64
C -3.48 3.61 4.67
C -2.31 3.60 3.68
C -2.73 3.21 2.26
N -3.52 1.94 2.26
O -2.72 0.94 2.40
C -3.53 4.35 1.62
C -1.49 3.05 1.39
C -5.16 0.40 3.29
H -5.84 3.70 3.18
H -5.88 2.77 1.68
H -6.79 2.24 3.08
H -3.56 1.50 5.06
H -5.09 2.32 5.28
H -4.16 4.43 4.45
H -3.09 3.79 5.67
H -1.85 4.59 3.65
H -1.55 2.91 4.04
H -3.93 4.05 0.65
H -2.88 5.21 1.45
H -4.36 4.71 2.23
H -0.78 2.34 1.81
H -0.98 4.01 1.31
H -1.75 2.73 0.38
H -5.46 0.05 2.30
H -6.03 0.36 3.95
H -4.42 -0.29 3.69

=====

Run 2
70
Properties=species:S:1:pos:R:3 method="wB97M-V/def2-TZVPD" homo_energy_ev="-9.805 / -10.795" charge=+1 e_lumo_ev="-4.51 / -4.51" spin_multiplicity=3
O -8.55 0.81 6.36
N -8.47 0.16 5.45
O -8.98 0.97 4.14
C -8.00 1.65 3.60
C -7.69 2.97 3.74
N -6.56 3.18 2.98
C -6.17 2.06 2.40
N -7.04 1.11 2.75
Br -6.92 -0.64 2.24
H -8.20 3.70 4.33
H -6.07 4.06 2.90
H -5.30 1.91 1.77
C -1.54 -1.58 1.98
C -2.59 -0.50 1.62
C -3.29 -0.87 0.32
C -2.42 -0.66 -0.92
C -1.85 0.75 -0.96
C -1.12 1.14 0.32
N -1.97 0.86 1.52
O -2.87 1.77 1.68
C 0.22 0.40 0.41
C -0.77 2.63 0.29
C -3.59 -0.48 2.77
H -1.12 -2.07 1.10
H -0.73 -1.16 2.56
H -2.00 -2.37 2.58
H -4.20 -0.26 0.21
H -3.62 -1.91 0.38
H -1.62 -1.40 -0.96
H -3.02 -0.83 -1.82
H -1.17 0.86 -1.80
H -2.67 1.46 -1.13
H 0.71 0.57 1.37
H 0.89 0.76 -0.37
H 0.14 -0.67 0.26
H -1.65 3.25 0.12
H -0.07 2.80 -0.53
H -0.29 2.94 1.22
H -3.11 -0.19 3.71
H -4.02 -1.47 2.90
H -4.39 0.21 2.56
C 5.74 0.10 -3.89
C 5.37 0.32 -2.41
C 6.44 -0.31 -1.51
C 6.40 -1.83 -1.46
C 4.99 -2.33 -1.11
C 3.91 -1.75 -2.02
N 4.02 -0.26 -2.10
O 3.52 0.29 -1.05
C 4.00 -2.39 -3.42
C 2.53 -2.12 -1.48
C 5.34 1.82 -2.20
H 6.31 -0.81 -4.06
H 4.85 0.07 -4.52
H 6.36 0.92 -4.25
H 6.31 0.08 -0.49
H 7.42 0.03 -1.85
H 6.73 -2.26 -2.41
H 7.10 -2.19 -0.71
H 4.96 -3.42 -1.17
H 4.77 -2.06 -0.08
H 3.31 -1.91 -4.11
H 3.72 -3.44 -3.35
H 4.99 -2.36 -3.85
H 2.40 -1.80 -0.45
H 2.42 -3.21 -1.52
H 1.74 -1.67 -2.09
H 4.56 2.29 -2.81
H 6.30 2.24 -2.49
H 5.16 2.08 -1.16

=====

Stability verdict: run 2, ahead by 38.8 kJ/mol